No. 1
Computed, not measured: C20H21FeN3OS as an isolated structure, with ωB97M-V/def2-TZVPD.

Charge: +1
Highest occupied orbital energy (alpha / beta) in Ha: -0.4095 / -0.4141
Energy relative to the best compared isomer or geometry (same formula, charge and spin) in kcal per mole: 0.0
Gap between HOMO and LUMO (alpha / beta) in eV: 7.93 / 7.62
2S+1: 6

Geometry (Å):
Fe (1.09889, -1.04211, 0.76953)
N (1.49627, -0.22311, 2.76331)
C (0.35688, 0.58292, 3.09496)
C (-0.36187, 0.49666, 4.26884)
C (-1.56404, 1.18670, 4.36183)
C (-2.04255, 2.07899, 3.43524)
C (-1.24451, 2.30856, 2.32095)
C (-0.07617, 1.52513, 2.08754)
C (0.81269, 1.87775, 0.91994)
C (0.94704, 3.21843, 0.45968)
C (1.71013, 3.50041, -0.66879)
C (2.46618, 2.51280, -1.27316)
C (2.36672, 1.21940, -0.84135)
C (1.44239, 0.87603, 0.13919)
H (1.69780, -0.81767, 3.56706)
H (2.34373, 0.27948, 2.62264)
H (0.02076, -0.12158, 5.11629)
H (-2.20357, 1.02665, 5.21622)
H (-2.98429, 2.49780, 3.57228)
H (-1.33233, 3.14030, 1.54822)
H (0.48529, 4.02169, 1.00695)
H (1.93362, 4.56201, -0.93994)
H (3.11485, 2.75072, -2.03985)
H (2.85257, 0.46012, -1.44997)
C (3.58069, -3.19192, 0.29530)
C (2.37420, -2.38909, 0.09979)
O (1.85083, -2.25370, -0.99115)
H (3.38666, -3.71585, 1.22024)
H (4.45849, -2.51244, 0.41175)
H (3.80871, -3.89775, -0.48811)
C (-1.95394, 1.32983, -2.58508)
C (-1.97164, -0.11354, -2.25257)
C (-2.25242, -1.10649, -3.12027)
C (-2.11814, -2.40255, -2.65976)
N (-1.74609, -2.72335, -1.45489)
C (-1.56092, -1.75041, -0.60195)
S (-1.06016, -2.03567, 1.03115)
N (-1.65752, -0.48001, -0.97490)
C (-2.23698, -3.56274, -3.63875)
H (-2.29197, 1.46680, -3.64482)
H (-0.95567, 1.69149, -2.66602)
H (-2.51259, 1.93077, -1.87786)
H (-2.49565, -0.82930, -4.11281)
H (-1.33774, 0.19038, -0.27178)
H (-1.22096, -3.93020, -3.83991)
H (-2.57083, -3.22568, -4.59771)
H (-2.85283, -4.40664, -3.33747)

natural (NBO) atomic charge list, values in e, 5 entries: atom 1 (Fe): 1.448, atom 2 (N): -0.904, atom 3 (C): 0.220, atom 4 (C): -0.262, atom 5 (C): -0.173

=====

No. 2
Computed, not measured: a single C6H9NO molecule, with ωB97M-V/def2-TZVPD.

SMILES: C[C@@H]1ON=C[C@H]2C[C@H]12
Highest occupied orbital energy in Ha: -0.3343
Energy relative to the best compared isomer or geometry (same formula, charge and spin) in kcal per mole: 110.5
Gap between HOMO and LUMO in eV: 10.06

Geometry (Å):
C (2.15491, 0.14993, -0.27838)
C (0.95298, -0.29090, 0.45300)
O (0.54188, -1.60695, -0.16956)
N (-0.77301, -2.03700, 0.12762)
C (-1.71094, -1.21497, -0.17434)
C (-1.20758, 0.10476, -0.54002)
C (-1.25654, 1.53262, -0.05392)
C (-0.36680, 0.43723, 0.61521)
H (2.06122, 0.11848, -1.37019)
H (2.95264, -0.60030, -0.08622)
H (2.42147, 1.22855, 0.00399)
H (1.23229, -0.52853, 1.51158)
H (-2.71943, -1.61345, 0.02537)
H (-0.52266, -0.06007, -1.37437)
H (-0.84577, 2.24612, -0.76114)
H (-2.08161, 1.92945, 0.51213)
H (-0.83304, 0.20501, 1.55923)

natural (NBO) atomic charge list, values in e, 5 entries: atom 1 (C): -0.641, atom 2 (C): 0.077, atom 3 (O): -0.423, atom 4 (N): -0.121, atom 5 (C): 0.050

=====

No. 3
Computed, not measured: a 9-piece molecular cluster, C22H65N3O14 overall, with ωB97M-V/def2-TZVPD.

SMILES: COC[C@H](C)N.COC[C@H](C)N.COC[C@H](C)N.OCCO.OCCO.OCCO.OCCO.OCCO.O
Highest occupied orbital energy in Ha: -0.3161
Energy relative to the best compared isomer or geometry (same formula, charge and spin) in kcal per mole: 8.0
Gap between HOMO and LUMO in eV: 8.93

Geometry (Å):
C (-1.01510, 2.49062, -3.10660)
O (-2.10467, 2.65884, -3.98420)
C (-1.82676, 2.12163, -5.25898)
C (-0.81239, 2.94313, -6.03552)
C (-1.07622, 4.42960, -6.14543)
N (-0.62859, 2.30345, -7.37605)
H (-0.04099, 2.89132, -3.42580)
H (-0.82939, 1.41779, -2.96037)
H (-1.26644, 3.02974, -2.19753)
H (-1.45958, 1.10583, -5.10692)
H (-2.76357, 2.16837, -5.81677)
H (0.16268, 2.76888, -5.56248)
H (-0.32126, 4.96303, -6.71877)
H (-1.15363, 4.84914, -5.13295)
H (-2.04342, 4.68468, -6.59636)
H (-1.31079, 2.72220, -8.00938)
H (0.26032, 2.61801, -7.75412)
C (-2.91007, 1.30857, -0.11376)
O (-3.45038, 1.83421, 1.05685)
C (-4.69360, 1.27749, 1.35009)
C (-5.69678, 1.39816, 0.23393)
C (-5.96421, 2.88702, -0.08046)
N (-6.91615, 0.72433, 0.67282)
H (-3.47391, 1.56613, -1.00675)
H (-2.73685, 0.24047, 0.02504)
H (-1.91417, 1.73247, -0.19100)
H (-4.54282, 0.22078, 1.61508)
H (-5.15527, 1.69085, 2.24971)
H (-5.51096, 0.93873, -0.73664)
H (-5.11166, 3.29142, -0.63175)
H (-6.15082, 3.39629, 0.86722)
H (-6.83655, 3.03504, -0.71729)
H (-7.55860, 0.42393, -0.04155)
H (-7.46954, 1.18105, 1.38602)
C (-0.38606, -4.67154, 5.22536)
O (0.74365, -4.95164, 4.43183)
C (0.94397, -4.11533, 3.31174)
C (-0.06307, -4.33164, 2.19108)
C (0.23479, -5.57178, 1.33997)
N (-0.16629, -3.08358, 1.38936)
H (-0.38933, -5.41355, 6.02189)
H (-1.32689, -4.78275, 4.67129)
H (-0.34730, -3.66803, 5.66270)
H (0.89916, -3.07651, 3.63106)
H (1.96850, -4.32696, 3.00295)
H (-1.03912, -4.42441, 2.67963)
H (-0.29634, -5.62336, 0.39494)
H (-0.04201, -6.43188, 1.95553)
H (1.31274, -5.56603, 1.15714)
H (0.73632, -2.78272, 0.99800)
H (-0.55883, -3.33312, 0.47965)
O (2.16387, -1.34421, 1.00069)
C (3.50353, -1.41595, 0.49655)
C (4.22880, -2.53558, 1.20016)
O (4.53186, -2.12656, 2.52925)
H (2.18803, -0.81380, 1.81308)
H (3.50161, -1.61131, -0.57354)
H (3.99732, -0.45825, 0.67943)
H (5.14738, -2.77293, 0.64618)
H (3.59187, -3.41862, 1.26962)
H (4.67245, -2.90166, 3.07574)
O (3.49039, 2.74360, 3.80717)
C (3.09487, 1.80974, 2.78523)
C (1.86528, 2.37634, 2.14770)
O (2.28330, 3.41635, 1.21163)
H (4.14736, 2.34486, 4.38098)
H (3.92129, 1.66705, 2.08509)
H (2.85783, 0.86163, 3.28724)
H (1.22044, 2.88451, 2.86723)
H (1.19055, 1.71351, 1.60865)
H (2.55013, 4.15621, 1.76897)
O (1.89678, 2.00239, -1.29742)
C (3.09820, 1.92261, -2.09200)
C (3.48828, 3.32910, -2.56528)
O (4.84076, 3.36445, -2.98790)
H (2.13646, 2.30243, -0.41323)
H (3.89213, 1.61339, -1.40030)
H (2.95756, 1.22623, -2.91262)
H (3.31851, 4.03011, -1.74369)
H (2.81371, 3.60474, -3.38610)
H (5.37016, 3.99258, -2.50308)
O (0.68795, -3.48775, -1.38884)
C (0.88999, -2.63651, -2.51184)
C (-0.40596, -2.31886, -3.24394)
O (-1.41165, -1.81323, -2.30601)
H (0.22732, -4.27355, -1.71145)
H (1.38744, -1.72033, -2.20545)
H (1.53476, -3.16070, -3.23936)
H (-0.85332, -3.24362, -3.62979)
H (-0.29877, -1.55036, -4.01816)
H (-0.92709, -1.10525, -1.82649)
O (0.23588, -0.59725, 2.97186)
C (-0.36882, -0.71927, 4.23911)
C (0.72598, -0.59500, 5.27205)
O (0.33339, -0.82983, 6.63685)
H (-0.02631, -1.40533, 2.45374)
H (-1.08589, 0.09361, 4.36239)
H (-0.92385, -1.65040, 4.33185)
H (1.14673, 0.41809, 5.20745)
H (1.59799, -1.20851, 5.00854)
H (0.87043, -1.57570, 6.91485)
O (-0.05529, 0.07376, -0.69643)
H (0.08816, -0.40837, 0.13454)
H (0.76844, 0.59297, -0.83432)

Löwdin atomic charge list, values in e, 5 entries: atom 1 (C): -0.113, atom 2 (O): -0.181, atom 3 (C): -0.206, atom 4 (C): -0.445, atom 5 (C): -0.062

=====

No. 4
Computed, not measured: a 2-piece molecular cluster, C4H14N2O overall, with ωB97M-V/def2-TZVPD.

SMILES: CC(C)NCN.O
Highest occupied orbital energy in Ha: -0.3052
Energy relative to the best compared isomer or geometry (same formula, charge and spin) in kcal per mole: 48.6
Gap between HOMO and LUMO in eV: 9.31

Geometry (Å):
C (0.19563, 1.23188, -1.83096)
C (0.12619, 1.66717, -0.32670)
C (1.49123, 2.25025, 0.15955)
N (0.02149, 0.45039, 0.39940)
C (-1.26526, -0.22743, 0.38697)
N (-1.40974, -1.65442, -0.01208)
H (0.07069, 2.09375, -2.49009)
H (1.09581, 0.68952, -2.09330)
H (-0.66217, 0.56095, -2.05179)
H (-0.71821, 2.40109, -0.03261)
H (1.72512, 3.25763, -0.35458)
H (1.43597, 2.38426, 1.22397)
H (2.28109, 1.56298, -0.15103)
H (0.77739, -0.14582, 0.24869)
H (-1.56161, -0.17151, 1.39641)
H (-2.02196, 0.21418, -0.27310)
H (-0.80012, -1.84386, -0.81055)
H (-2.38847, -1.77277, -0.28079)
O (0.80025, -2.96656, 1.17742)
H (-0.10730, -2.84168, 1.53293)
H (0.90274, -3.75926, 1.67208)

natural (NBO) atomic charge list, values in e, 5 entries: atom 1 (C): -0.630, atom 2 (C): -0.033, atom 3 (C): -0.602, atom 4 (N): -0.661, atom 5 (C): -0.046

=====

No. 5
Computed, not measured: C22H34BGeN10V as an isolated structure, with ωB97M-V/def2-TZVPD.

Charge: +1
Highest occupied orbital energy (alpha / beta) in Ha: -0.4055 / -0.4170
Energy relative to the best compared isomer or geometry (same formula, charge and spin) in kcal per mole: 31.7
Gap between HOMO and LUMO (alpha / beta) in eV: 7.77 / 7.24
2S+1: 4

Geometry (Å):
V (-0.16133, 0.11834, 0.14546)
C (-2.69840, -1.91382, -2.97957)
C (-1.75552, -2.09780, -1.96623)
N (-1.48304, -0.94487, -1.36326)
N (-2.23018, -0.00169, -1.99011)
C (-2.96768, -0.55987, -2.96499)
B (-2.13475, 1.44365, -1.44636)
N (-0.58395, 1.68185, -1.31988)
C (0.38733, 1.41762, -2.32004)
C (1.57926, 1.77667, -1.84212)
C (1.38289, 2.25740, -0.43522)
N (-0.07010, 2.24657, -0.26361)
N (-2.64654, 1.49729, 0.00214)
C (-3.67027, 2.15538, 0.57131)
C (-3.69729, 1.82665, 1.90966)
C (-2.62762, 0.94654, 2.08200)
N (-1.99886, 0.75304, 0.92611)
N (-2.75131, 2.45979, -2.35947)
C (-4.04953, 2.64473, -2.72358)
C (-4.07822, 3.63215, -3.67012)
C (-2.72774, 4.00681, -3.82508)
N (-1.93222, 3.29203, -3.05245)
H (-3.10963, -2.65876, -3.63745)
H (-1.27363, -3.01648, -1.66790)
H (-3.61518, 0.03993, -3.58266)
H (0.08413, 1.00223, -3.26635)
H (2.52656, 1.70096, -2.34978)
H (1.80254, 3.24659, -0.23183)
H (-4.29272, 2.82480, 0.00227)
H (-4.38581, 2.18027, 2.65633)
H (-2.27488, 0.47771, 2.98642)
H (-4.84707, 2.06267, -2.28800)
H (-4.94167, 4.03703, -4.16860)
H (-2.30834, 4.75982, -4.47297)
C (1.07709, -2.52739, 0.61839)
C (1.47380, -3.74019, 1.50197)
N (0.66132, -3.76178, 2.71241)
C (-0.74963, -3.73870, 2.34289)
C (-1.10609, -2.38556, 1.67560)
N (0.14699, -1.64494, 1.36655)
C (0.78778, -1.29746, 2.66592)
C (0.96759, -2.58126, 3.51586)
H (0.59264, -2.85077, -0.30952)
H (1.94655, -1.92975, 0.34827)
H (2.52376, -3.68430, 1.79164)
H (1.32872, -4.67594, 0.96254)
H (-1.35358, -3.89520, 3.23659)
H (-0.93952, -4.57297, 1.66683)
H (-1.69525, -1.76031, 2.34473)
H (-1.68044, -2.51612, 0.76160)
H (0.15769, -0.56339, 3.17095)
H (1.73790, -0.82230, 2.44529)
H (0.30732, -2.57386, 4.38349)
H (1.99246, -2.66030, 3.87931)
C (4.22777, -0.08580, 2.19287)
Ge (3.60104, 0.61700, 0.47183)
C (4.62451, 2.23255, 0.05199)
C (3.94033, -0.70722, -0.94360)
C (1.70491, 1.14432, 0.60723)
H (5.28901, 0.14224, 2.29923)
H (4.11123, -1.16942, 2.25709)
H (3.70261, 0.37366, 3.03104)
H (5.68885, 1.99382, 0.04438)
H (4.45554, 3.00243, 0.80628)
H (4.36764, 2.64690, -0.92428)
H (4.89956, -0.48525, -1.41333)
H (3.17330, -0.69938, -1.71807)
H (4.00527, -1.71638, -0.53544)
H (1.58212, 1.59776, 1.59735)

natural (NBO) atomic charge list, values in e, 5 entries: atom 1 (V): 1.436, atom 2 (C): -0.319, atom 3 (C): -0.010, atom 4 (N): -0.396, atom 5 (N): -0.344